[1]
Formula: C12H18N3O
Source: the Open Molecules 2025 dataset
Level of theory: ωB97M-V with the def2-TZVPD basis set

LUMO level in eV: -2.252
Orbital gap in eV: 9.587
Net charge: +1
Calculated total energy in eV: -19240.95210
HOMO level in eV: -11.8394
ΔE to the lowest compared entry with this formula, charge and spin in kJ/mol: 195.7
2S+1: 1

Geometry (Å):
O: 0.21 -0.13 -0.86
H: -0.90 0.28 -0.98
H: 0.70 0.47 -0.63
H: 0.31 -0.73 -0.07
N: -2.81 0.10 -1.32
C: -2.61 0.60 -0.09
C: -1.93 1.78 -0.29
C: -1.70 1.93 -1.75
C: -2.31 0.90 -2.29
H: -3.51 -0.70 -1.59
H: -3.10 0.04 0.65
H: -1.81 2.47 0.56
H: -1.42 2.94 -2.09
H: -2.48 0.71 -3.42
N: 1.25 -2.88 0.76
C: 0.81 -2.04 1.86
C: -0.56 -1.87 1.67
C: -0.99 -2.71 0.47
C: 0.12 -3.36 0.05
H: 2.28 -3.13 0.66
H: 1.60 -1.88 2.48
H: -1.10 -1.33 2.57
H: -2.00 -2.92 0.05
H: 0.20 -4.19 -0.84
N: 2.12 1.94 -0.65
C: 1.37 2.35 0.40
C: 1.49 1.65 1.47
C: 2.65 0.66 1.09
C: 2.92 0.89 -0.25
H: 2.21 2.50 -1.63
H: 0.75 3.33 0.23
H: 1.23 1.72 2.53
H: 3.35 0.22 1.97
H: 3.64 0.37 -0.73

Atom charges from the Mulliken analysis, given in e for atoms 1 to 8: O -0.469; H 0.919; H 0.397; H 0.426; N -0.073; C -0.483; C -0.510; C -0.738

=====

[2]
Formula: C12H18N4O2S
Source: the Open Molecules 2025 dataset
Level of theory: ωB97M-V with the def2-TZVPD basis set

LUMO level in eV: 0.311
Orbital gap in eV: 9.541
Calculated total energy in eV: -33623.63175
HOMO level in eV: -9.2302
ΔE to the lowest compared entry with this formula, charge and spin in kJ/mol: 469.7
SMILES: N#CC[C@H](C#N)CCCCSc1nnco1.CCO
2S+1: 1

Geometry (Å):
N: -0.57 -1.37 -4.07
C: -0.96 -0.32 -3.81
C: -1.75 1.00 -3.71
C: -2.16 1.34 -2.22
C: -3.48 2.16 -2.31
N: -4.34 2.90 -2.49
C: -1.12 2.25 -1.48
C: -0.05 1.43 -0.65
C: 1.28 2.28 -0.66
C: 2.35 1.78 0.37
S: 1.62 1.89 2.06
C: 2.05 0.34 2.88
N: 1.83 -0.07 4.14
N: 2.39 -1.31 4.19
C: 2.91 -1.63 3.00
O: 2.71 -0.58 2.13
H: -1.14 1.80 -4.18
H: -2.69 0.95 -4.30
H: -2.32 0.42 -1.62
H: -1.68 2.87 -0.74
H: -0.56 2.95 -2.15
H: 0.14 0.43 -1.11
H: -0.47 1.29 0.36
H: 1.73 2.12 -1.67
H: 1.01 3.36 -0.55
H: 2.65 0.76 0.06
H: 3.26 2.41 0.33
H: 3.46 -2.50 2.65
C: -0.66 -3.27 2.63
C: -0.89 -3.55 1.16
O: -0.81 -2.35 0.40
H: -1.39 -2.55 3.00
H: -0.73 -4.18 3.23
H: 0.33 -2.82 2.79
H: -1.88 -3.98 1.01
H: -0.15 -4.26 0.78
H: 0.07 -1.99 0.53

Atom charges from the Mulliken analysis, given in e for atoms 1 to 8: N -0.446; C 0.187; C -0.587; C 0.413; C -0.062; N -0.449; C -1.141; C -0.132

=====

[3]
Formula: C12H18N4O5
Source: the Open Molecules 2025 dataset
Level of theory: ωB97M-V with the def2-TZVPD basis set

LUMO level in eV: -0.727
Orbital gap in eV: 8.219
Calculated total energy in eV: -28925.44578
HOMO level in eV: -8.9463
ΔE to the lowest compared entry with this formula, charge and spin in kJ/mol: 958.2
SMILES: C#CCCCC1=C(C)C(=O)OC1=O.NC(N)=O.NC(N)=O
2S+1: 1

Geometry (Å):
C: 3.14 0.08 2.54
C: 2.34 0.87 1.67
C: 1.78 1.73 0.34
C: 0.37 2.43 0.77
C: -0.85 1.31 0.64
C: -2.23 1.76 1.43
C: -3.49 0.98 1.39
C: -3.87 -0.53 0.83
C: -4.59 2.09 1.92
O: -5.67 2.35 1.14
O: -3.99 3.03 2.85
C: -2.57 2.92 2.50
O: -1.76 3.32 3.48
H: 3.95 -0.59 3.11
H: 1.68 0.96 -0.56
H: 2.59 2.53 0.05
H: 0.33 2.82 1.89
H: 0.20 3.36 0.05
H: -1.14 1.43 -0.48
H: -0.53 0.20 0.77
H: -4.54 -0.57 -0.12
H: -4.35 -1.04 1.73
H: -2.84 -1.10 0.71
C: -0.22 -0.65 -2.84
O: -0.34 0.24 -2.01
N: -0.34 -1.95 -2.54
N: 0.04 -0.39 -4.14
H: -0.25 -2.69 -3.21
H: -0.54 -2.19 -1.58
H: 0.14 0.58 -4.40
H: 0.14 -1.11 -4.84
C: 2.94 -2.75 -0.21
O: 1.80 -2.70 0.22
N: 3.24 -2.61 -1.51
N: 4.01 -2.95 0.59
H: 4.18 -2.65 -1.88
H: 2.47 -2.46 -2.15
H: 3.83 -3.06 1.58
H: 4.96 -3.00 0.26

Atom charges from the Mulliken analysis, given in e for atoms 1 to 8: C -0.511; C -0.144; C -0.063; C -0.576; C -0.140; C 0.191; C 0.150; C -0.835

=====

[4]
Formula: C12H18N6
Source: the Open Molecules 2025 dataset
Level of theory: ωB97M-V with the def2-TZVPD basis set

LUMO level in eV: 0.398
Orbital gap in eV: 10.877
Calculated total energy in eV: -21670.51314
HOMO level in eV: -10.4796
ΔE to the lowest compared entry with this formula, charge and spin in kJ/mol: 419.0
SMILES: CC#N.CC#N.CC#N.CC#N.CC#N.CC#N
2S+1: 1

Geometry (Å):
C: -0.03 -0.89 0.69
C: 1.44 -0.55 0.77
N: 2.60 -0.23 0.82
H: -0.62 0.02 0.59
H: -0.20 -1.55 1.54
H: -0.20 -1.48 -0.21
C: -2.16 2.72 -0.68
C: -1.78 1.34 -1.04
N: -1.52 0.23 -1.28
H: -1.57 3.28 0.04
H: -3.16 2.69 -0.25
H: -1.98 3.36 -1.55
C: 1.25 1.68 -1.13
C: 0.72 1.94 0.19
N: 0.37 2.14 1.24
H: 2.02 0.92 -1.01
H: 1.75 2.59 -1.48
H: 0.58 1.23 -1.85
C: -1.68 -3.13 -0.64
C: -0.24 -3.29 -0.71
N: 0.92 -3.39 -0.76
H: -2.13 -2.61 0.21
H: -2.14 -4.11 -0.52
H: -2.05 -2.79 -1.61
C: -1.27 1.02 2.60
C: -0.74 2.28 3.14
N: -0.31 3.23 3.58
H: -2.33 1.07 2.82
H: -0.83 0.17 3.12
H: -1.08 1.00 1.53
C: 3.12 -1.67 -1.14
C: 1.96 -1.16 -1.79
N: 1.01 -0.77 -2.39
H: 3.73 -2.31 -1.78
H: 2.80 -2.16 -0.22
H: 3.72 -0.81 -0.83

Atom charges from the Mulliken analysis, given in e for atoms 1 to 8: C 0.305; C 0.416; N -0.639; H -0.519; H 0.583; H -0.631; C -1.199; C 0.515

=====

[5]
Formula: C12H18O2
Source: the Open Molecules 2025 dataset
Level of theory: ωB97M-V with the def2-TZVPD basis set

LUMO level in eV: 0.855
Orbital gap in eV: 9.438
Calculated total energy in eV: -16828.27871
HOMO level in eV: -8.5830
ΔE to the lowest compared entry with this formula, charge and spin in kJ/mol: 235.6
SMILES: CC(C)C1=CCC(CCOC=O)=CC1
2S+1: 1

Geometry (Å):
O: -2.40 -2.34 4.04
O: -0.07 -1.99 3.72
C: -1.40 -1.59 4.01
C: -0.21 -0.56 1.15
C: -1.81 -0.17 -1.22
C: -1.02 -1.55 0.76
C: -0.83 0.80 -0.91
C: -2.12 -1.35 -0.30
C: -0.27 0.85 0.46
C: -1.64 2.86 -2.37
C: 0.24 1.26 -3.20
C: -0.06 -3.10 2.81
C: -1.01 -2.89 1.47
C: -0.48 1.89 -1.98
H: -1.66 -0.49 4.25
H: 0.62 -0.60 1.78
H: -2.46 -0.13 -2.17
H: -2.16 -2.27 -0.89
H: -3.06 -1.19 0.29
H: 0.76 1.26 0.37
H: -0.81 1.55 1.09
H: -1.62 3.77 -1.73
H: -1.44 3.13 -3.40
H: -2.71 2.44 -2.32
H: -0.30 0.65 -3.95
H: 1.13 0.71 -2.95
H: 0.58 2.13 -3.84
H: -0.35 -4.07 3.39
H: 1.02 -3.30 2.48
H: -0.66 -3.62 0.74
H: -2.09 -3.10 1.69
H: 0.25 2.62 -1.47

Atom charges from the Mulliken analysis, given in e for atoms 1 to 8: O -0.497; O -0.315; C 0.183; C -0.568; C -0.525; C 0.644; C 0.457; C -0.685

=====

[6]
Formula: C12H18O9
Source: the Open Molecules 2025 dataset
Level of theory: ωB97M-V with the def2-TZVPD basis set

LUMO level in eV: 0.466
Orbital gap in eV: 11.408
Calculated total energy in eV: -31163.55820
HOMO level in eV: -10.9419
ΔE to the lowest compared entry with this formula, charge and spin in kJ/mol: 89.9
SMILES: C[C@H]1COC(=O)O1.C[C@H]1COC(=O)O1.C[C@H]1COC(=O)O1
2S+1: 1

Geometry (Å):
C: -10.89 -18.85 -22.49
C: -10.49 -19.95 -21.51
C: -9.64 -19.54 -20.31
O: -10.49 -19.73 -19.14
C: -11.62 -20.34 -19.53
O: -12.47 -20.72 -18.81
O: -11.73 -20.38 -20.88
H: -11.18 -17.95 -21.96
H: -11.75 -19.20 -23.04
H: -10.01 -18.66 -23.10
H: -10.05 -20.82 -21.99
H: -9.41 -18.47 -20.32
H: -8.72 -20.06 -20.07
C: -11.48 -17.64 -26.33
C: -12.69 -17.76 -27.21
C: -12.38 -17.25 -28.63
O: -12.87 -18.27 -29.48
C: -13.20 -19.37 -28.75
O: -13.60 -20.38 -29.18
O: -13.05 -19.11 -27.41
H: -11.12 -16.60 -26.30
H: -10.56 -18.14 -26.66
H: -11.48 -18.01 -25.30
H: -13.59 -17.22 -26.92
H: -11.36 -16.88 -28.73
H: -12.98 -16.35 -28.82
C: -13.67 -18.89 -33.76
C: -13.09 -17.55 -33.37
C: -13.83 -16.81 -32.31
O: -12.82 -15.94 -31.78
C: -11.61 -16.54 -32.01
O: -10.55 -16.19 -31.61
O: -11.80 -17.67 -32.75
H: -12.99 -19.38 -34.45
H: -14.65 -18.75 -34.23
H: -13.94 -19.44 -32.86
H: -12.94 -16.85 -34.20
H: -14.26 -17.50 -31.57
H: -14.65 -16.21 -32.69

Atom charges from the Mulliken analysis, given in e for atoms 1 to 8: C -1.302; C 0.472; C -0.473; O -0.342; C 0.656; O -0.519; O -0.371; H 0.289